Computed, not measured: C8H14BrNO in the gas phase, with the ωB97M-V functional and the def2-TZVPD basis.

The geometry in ORCA input format:
```
! RIJCOSX wB97M-V def2-TZVPD def2/J DEFGRID3
* xyz 0 1
C 1.338 -0.070 3.055
C -0.616 0.791 -1.176
C -0.094 1.842 -0.193
C -0.763 -1.258 0.337
C -0.318 -0.675 1.633
C -0.096 -0.626 -0.890
C -0.685 1.687 1.167
C 0.526 -1.416 -3.054
N 0.976 -0.477 1.887
O -0.365 -1.504 -1.973
Br 0.260 2.430 2.587
H 2.376 0.171 3.210
H 0.683 -0.092 3.929
H -1.709 0.779 -1.177
H -0.289 1.078 -2.178
H 0.994 1.757 -0.122
H -0.325 2.840 -0.591
H -0.513 -2.326 0.325
H -1.847 -1.177 0.243
H -1.037 -0.698 2.459
H 0.991 -0.584 -0.713
H -1.756 1.757 1.281
H 1.567 -1.498 -2.718
H 0.411 -0.481 -3.617
H 0.290 -2.251 -3.712
*
```

Properties
LUMO (alpha / beta) ... 0.258 / 0.258 eV
Kohn-Sham gap (alpha / beta) ... 8.01 / 8.01 eV
Energy relative to the best compared isomer or geometry (same formula, charge and spin) ... 34.97 kcal per mole



Computed, not measured: a molecular structure, C2H3I3O2, with the ωB97M-V functional and the def2-TZVPD basis.

The geometry in ORCA input format:
```
! RIJCOSX wB97M-V def2-TZVPD def2/J DEFGRID3
* xyz 0 1
C 0.189 -0.737 0.028
C -2.458 1.984 -1.114
O -2.533 2.840 -1.893
O -1.577 1.873 -0.163
I 1.885 0.666 -0.217
I 0.188 -1.692 1.913
I -3.634 0.109 -1.124
H 0.439 -1.641 -0.795
H 1.222 1.576 0.780
H -1.522 1.021 0.244
*
```

Properties
LUMO ... -0.722 eV
Kohn-Sham gap ... 7.43 eV
Energy relative to the best compared isomer or geometry (same formula, charge and spin) ... 85.35 kcal per mole



Computed, not measured: a gas-phase ion, C4H8NO2 (charge -1), with the ωB97M-V functional and the def2-TZVPD basis.

The geometry in ORCA input format:
```
! RIJCOSX wB97M-V def2-TZVPD def2/J DEFGRID3
* xyz -1 1
C 0.595 -1.594 -1.008
N 0.918 -0.581 -0.007
C -0.580 0.668 1.507
C 0.220 0.697 0.209
C -0.672 1.197 -0.955
O -1.274 2.265 -0.674
O -0.747 0.572 -2.031
H 0.922 -2.557 -0.613
H -0.463 -1.663 -1.212
H 1.107 -1.378 -1.946
H 1.233 -1.009 0.846
H -1.411 -0.031 1.415
H -0.960 1.652 1.759
H 0.080 0.355 2.327
H 1.032 1.406 0.383
*
```

Properties
LUMO ... 4.147 eV
Kohn-Sham gap ... 8.07 eV
Energy relative to the best compared isomer or geometry (same formula, charge and spin) ... 23.20 kcal per mole